{
  "formula": "C33H42NO4PdSSi",
  "method": "ωB97M-V/def2-TZVPD",
  "symbols": ["Pd", "C", "O", "C", "C", "O", "C", "H", "H", "H", "H", "H", "H", "H", "H", "H", "H", "C", "Si", "C", "C", "N", "C", "C", "C", "C", "C", "C", "O", "C", "C", "C", "C", "C", "C", "H", "H", "H", "H", "H", "H", "H", "H", "H", "H", "H", "H", "H", "H", "H", "H", "H", "H", "O", "S", "C", "C", "C", "C", "C", "C", "C", "C", "C", "C", "C", "C", "C", "C", "H", "H", "H", "H", "H", "H", "H", "H", "H", "H", "H", "H", "H", "H"],
  "positions_angstrom": [[-0.1573, -0.1732, -0.2208], [2.9715, -0.8729, -0.1629], [2.1480, 0.1965, -0.6046], [2.4556, 1.4298, 0.0296], [1.5761, 2.5130, -0.6028], [0.1999, 2.2709, -0.3566], [-0.3606, 3.0050, 0.7247], [4.0199, -0.6822, -0.4193], [2.6277, -1.7716, -0.6755], [2.8893, -1.0084, 0.9200], [3.5178, 1.6693, -0.1164], [2.2524, 1.3671, 1.1106], [1.7022, 2.4842, -1.6912], [1.8758, 3.4985, -0.2296], [-0.3547, 4.0779, 0.4989], [0.1729, 2.8309, 1.6643], [-1.3889, 2.6580, 0.8247], [-1.7771, 0.0486, -2.4676], [-3.0871, 0.0564, -1.0612], [-3.9518, 1.7608, -1.0750], [-4.3290, -1.3595, -1.4161], [-2.1610, -0.1538, 0.3943], [-2.5569, -0.2246, 1.6721], [-3.9114, -0.2529, 2.0712], [-4.2751, -0.3406, 3.3945], [-3.3091, -0.4232, 4.3909], [-1.9686, -0.4064, 4.0466], [-1.5898, -0.2901, 2.7219], [-0.2787, -0.3087, 2.3192], [0.7297, -0.0668, 3.2307], [0.7452, 1.0729, 4.0272], [1.8236, 1.2897, 4.8666], [2.8761, 0.3888, 4.9032], [2.8550, -0.7425, 4.1055], [1.7805, -0.9743, 3.2678], [-2.2650, 0.1074, -3.4349], [-1.1729, -0.8674, -2.4640], [-1.1154, 0.9192, -2.3913], [-4.5002, 1.8953, -1.9992], [-3.2286, 2.5669, -1.0060], [-4.6552, 1.8768, -0.2582], [-4.7195, -1.2590, -2.4233], [-5.1805, -1.3447, -0.7446], [-3.8677, -2.3387, -1.3392], [-4.6536, -0.1984, 1.2908], [-5.3199, -0.3551, 3.6622], [-3.5906, -0.5011, 5.4281], [-1.2087, -0.4863, 4.8097], [-0.0884, 1.7605, 3.9935], [1.8334, 2.1648, 5.4965], [3.7127, 0.5707, 5.5558], [3.6648, -1.4550, 4.1495], [1.7301, -1.8617, 2.6541], [-0.0747, -2.4879, -0.2448], [-1.4677, -2.9973, -0.4250], [-1.9695, -3.6610, 1.2343], [-1.1031, -4.7711, 1.7150], [0.2500, -4.5484, 1.9473], [1.0644, -5.5826, 2.3690], [0.5337, -6.8452, 2.5777], [-0.8114, -7.0750, 2.3432], [-1.6269, -6.0461, 1.9055], [-1.2767, -4.6211, -1.3374], [0.1268, -4.7704, -1.8133], [0.9582, -5.7577, -1.3008], [2.2610, -5.8770, -1.7536], [2.7494, -5.0005, -2.7086], [1.9294, -4.0023, -3.2118], [0.6249, -3.8903, -2.7681], [-3.0070, -3.9711, 1.1175], [-1.9239, -2.7864, 1.8840], [0.6599, -3.5663, 1.7691], [2.1151, -5.4058, 2.5389], [1.1676, -7.6476, 2.9202], [-1.2271, -8.0580, 2.4987], [-2.6775, -6.2293, 1.7250], [-1.9797, -4.5435, -2.1682], [-1.5695, -5.4326, -0.6778], [0.5844, -6.4425, -0.5529], [2.8981, -6.6532, -1.3583], [3.7666, -5.0909, -3.0585], [2.3065, -3.3118, -3.9504], [-0.0177, -3.1167, -3.1646]],
  "charge": 1,
  "gap_ev": [5.370, 5.513],
  "multiplicity": 1,
  "total_energy_ev": -66768.67604,
  "e_lumo_ev": [-4.59, -4.47]
}